1.
This record from the OMol25 dataset describes 4 unconnected molecules or ions with the total composition C20H39BF3N5O6PS2. The level of theory is ωB97M-V/def2-TZVPD.

Last column: Löwdin charge in e.
CARTESIAN COORDINATES (ANGSTROEM)
C  -2.96783  5.54273  -3.44077  -0.065
C  -3.68792  4.71013  -4.53972  -0.241
O  -4.20284  3.44329  -4.11329  -0.133
C  -3.27425  2.65159  -3.42418  -0.212
C  -1.91722  2.49095  -4.15967  -0.161
O  -1.19002  1.49732  -3.42950  -0.195
C  0.15308  1.36826  -3.86493  -0.116
C  0.58729  -0.08352  -3.54442  -0.156
N  -0.41632  -0.99227  -2.92870  0.083
C  -0.14215  -1.12039  -1.44121  -0.295
P  -1.48489  -0.04930  -0.61853  0.410
S  -2.31234  -0.80609  0.94970  0.228
C  1.37026  -0.77514  -1.15811  -0.335
C  1.56107  0.39473  -0.14924  -0.246
N  1.00302  0.11498  1.15467  -0.132
C  0.70281  1.33126  1.93122  -0.094
S  2.34289  -2.16065  -0.44295  0.809
O  2.92511  -2.98274  -1.47867  -0.262
O  3.40614  -1.68797  0.39833  -0.240
C  1.31448  -3.31017  0.60685  -0.723
F  2.02840  -3.79075  1.57546  0.210
F  0.88854  -4.30243  -0.14850  0.166
F  0.25609  -2.73806  1.13785  0.127
C  1.81116  -0.33345  -2.61675  -0.064
B  3.12114  0.56714  -2.77738  -0.611
O  4.19092  0.36588  -1.92173  0.181
O  3.25960  1.53528  -3.74517  0.055
C  3.33844  2.86297  -3.15188  -0.203
C  4.77577  3.29253  -2.79246  -0.052
H  -3.42292  6.54307  -3.42624  0.078
H  -3.07697  5.14530  -2.42804  0.076
H  -1.92120  5.69609  -3.73930  0.071
H  -3.08748  4.56620  -5.45365  0.116
H  -4.56497  5.29091  -4.85451  0.120
H  -3.70300  1.63606  -3.38917  0.128
H  -3.09544  2.95240  -2.37805  0.121
H  -1.35512  3.43009  -4.25195  0.123
H  -2.16345  2.08420  -5.15783  0.145
H  0.75837  2.13872  -3.36532  0.126
H  0.27076  1.52587  -4.94906  0.147
H  0.92795  -0.47615  -4.51172  0.170
H  -0.14707  -1.91123  -3.30597  0.195
H  -1.39640  -0.92809  -3.22560  0.176
H  -0.47856  -2.13860  -1.19534  0.120
H  -2.49460  0.11633  -1.60996  -0.014
H  -1.01587  1.26630  -0.35879  -0.008
H  1.04087  1.26172  -0.59365  0.114
H  2.61514  0.69975  -0.04216  0.133
H  1.60004  -0.48834  1.70865  0.106
H  0.13919  2.06281  1.33680  0.072
H  0.06016  1.02304  2.76748  0.080
H  1.63754  1.77495  2.31597  0.093
H  2.17689  -1.31292  -3.01974  0.152
H  4.44158  -0.57054  -1.87702  0.121
H  2.97189  3.54926  -3.92750  0.125
H  2.65843  2.90995  -2.28210  0.115
H  5.03122  4.26528  -3.23331  0.080
H  4.86474  3.44113  -1.70470  0.083
H  5.53627  2.55574  -3.06668  0.088
C  -3.14032  -3.35231  4.31257  -0.075
C  -4.03234  -2.32813  3.75596  -0.308
N  -4.73572  -1.53985  3.33139  0.125
H  -3.21352  -4.26601  3.72462  0.080
H  -2.11378  -2.99754  4.29505  0.035
H  -3.42333  -3.56871  5.34119  0.075
C  0.53869  -2.65763  6.39968  -0.062
C  -0.30385  -1.66650  5.72170  -0.274
N  -0.97095  -0.90379  5.19979  0.148
H  1.00474  -3.31306  5.66572  0.083
H  1.31676  -2.15407  6.97179  0.084
H  -0.07130  -3.25614  7.07334  0.027
C  -0.28402  -5.63959  9.68086  -0.052
C  -0.97538  -5.29565  8.43208  -0.265
N  -1.51247  -5.02811  7.46298  0.140
H  0.77830  -5.42118  9.58718  0.083
H  -0.69704  -5.05807  10.50292  0.086
H  -0.41290  -6.69909  9.89330  0.086

Properties
orbital gap: 7.7568 eV
2S+1: 1
charge: +1
HOMO level: -11.0 eV
F_max: 3.8 eV/A

=====

2.
This record from the OMol25 dataset describes a molecular structure, C2H3O2Sc. The level of theory is ωB97M-V/def2-TZVPD.

Last column: Löwdin charge in e.
CARTESIAN COORDINATES (ANGSTROEM)
C  -0.83284  0.32067  0.06085  -0.166
C  -0.25287  -0.96067  0.14056  -0.322
O  1.08013  -1.10212  0.08312  -0.262
O  0.12178  1.28086  -0.11417  -0.129
H  -1.25317  -0.59798  -0.87672  0.226
H  -0.24821  2.14800  -0.30888  0.132
Sc  2.21424  0.53175  0.20005  1.371
H  -0.82905  -1.62051  0.81519  0.149

Properties
orbital gap (alpha / beta): 7.0664 / 7.1248 eV
⟨S²⟩: 0.7509
energy relative to the best compared isomer or geometry (same formula, charge and spin): 0.000 eV
2S+1: 2
charge: +1
HOMO level (alpha / beta): -12.6 / -12.9 eV
F_max: 3.2 eV/A

=====

3.
This record from the OMol25 dataset describes a molecular structure, C30H31IrN3O2P2S2. The level of theory is ωB97M-V/def2-TZVPD.

Last column: Löwdin charge in e.
CARTESIAN COORDINATES (ANGSTROEM)
Ir  -0.24698  -0.59783  0.49999  0.949
C  1.21494  -1.80517  5.35129  -0.388
S  2.48794  -1.92338  4.07834  0.957
C  1.67210  -1.44365  2.63995  -0.957
S  -0.07988  -1.09578  2.65773  0.745
N  2.39159  -1.39662  1.55779  -0.028
N  1.68782  -1.02590  0.45041  -0.251
C  2.30375  -0.85772  -0.67166  -0.029
C  1.49007  -0.42578  -1.79733  -0.241
C  2.01073  -0.20332  -3.05963  0.033
C  1.15386  0.19786  -4.07591  0.005
C  -0.19475  0.34752  -3.80339  0.014
C  -0.66043  0.10691  -2.51905  -0.090
N  0.16251  -0.25487  -1.53532  -0.064
H  1.73414  -2.08241  6.26731  0.053
H  0.40555  -2.51001  5.18023  0.039
H  0.84479  -0.78756  5.45057  0.039
H  3.37095  -1.03021  -0.74745  0.159
H  3.06820  -0.34372  -3.23781  0.137
H  1.53795  0.38301  -5.06986  0.132
H  -0.89541  0.64359  -4.57120  0.133
H  -1.71154  0.19023  -2.27199  0.117
O  -3.77553  1.13357  -0.49963  0.118
C  -2.67218  0.99879  -0.04847  -0.682
O  -2.23721  -0.13073  0.47873  -0.307
C  -1.68703  2.18841  -0.05168  -0.187
P  -0.09864  1.76567  0.71908  0.992
C  1.28862  2.46118  -0.18792  -0.366
C  2.57410  2.13121  0.25667  -0.124
C  3.68847  2.59810  -0.41958  -0.050
C  3.52872  3.38770  -1.55343  -0.044
C  2.25761  3.71825  -1.99860  -0.049
C  1.13688  3.25985  -1.31804  -0.067
C  -0.11491  2.42923  2.39159  -0.360
C  -1.15072  2.01677  3.23487  -0.126
C  -1.24078  2.53077  4.51570  -0.050
C  -0.29590  3.44947  4.96260  -0.043
C  0.72874  3.86139  4.12576  -0.046
C  0.82295  3.35691  2.83458  -0.062
H  -2.15485  3.01601  0.48327  0.122
H  -1.55670  2.51075  -1.08437  0.087
H  2.70537  1.52372  1.14701  0.109
H  4.67998  2.35755  -0.05928  0.120
H  4.39845  3.75780  -2.07972  0.120
H  2.13356  4.35039  -2.86755  0.120
H  0.15556  3.55132  -1.66897  0.105
H  -1.89790  1.30954  2.88774  0.099
H  -2.05141  2.22538  5.16348  0.120
H  -0.36836  3.85098  5.96440  0.120
H  1.45427  4.58528  4.47084  0.119
H  1.61396  3.70225  2.18308  0.105
C  -2.21743  -3.47297  0.95992  -0.206
P  -1.01468  -2.77408  -0.18984  0.840
C  0.33976  -3.96820  -0.27999  -0.216
C  -1.78636  -2.69756  -1.80686  -0.376
C  -3.01168  -2.03936  -1.95081  -0.094
C  -3.59250  -1.93179  -3.20396  -0.043
C  -2.96121  -2.47818  -4.31454  -0.046
C  -1.74431  -3.13346  -4.17638  -0.056
C  -1.15339  -3.24225  -2.92669  -0.085
H  -3.05731  -2.78728  1.07402  0.061
H  -1.74618  -3.62300  1.93089  0.045
H  -2.57899  -4.42535  0.57125  0.076
H  -0.04644  -4.92748  -0.62792  0.075
H  0.76453  -4.09972  0.71597  0.058
H  1.12764  -3.63772  -0.95546  0.046
H  -3.50089  -1.58767  -1.09784  0.101
H  -4.54014  -1.42164  -3.31107  0.124
H  -3.42504  -2.40256  -5.28916  0.119
H  -1.26099  -3.57192  -5.03919  0.118
H  -0.20741  -3.76052  -2.83750  0.100

Properties
orbital gap (alpha / beta): 7.1568 / 5.3802 eV
⟨S²⟩: 0.7696
energy relative to the best compared isomer or geometry (same formula, charge and spin): 0.000 eV
2S+1: 2
charge: +2
HOMO level (alpha / beta): -14.2 / -14.3 eV
F_max: 0.2 eV/A